(1)
CH3IN2O2 | ωB97M-V with the def2-TZVPD basis set

Its SMILES is CON(I)N=O. The calculation puts the HOMO-LUMO gap at 0.3143 Ha.

Each line ends with the natural charge from an NBO analysis.
Cartesian coordinates (Å):
C1 -1.291 -0.087 -0.150  -0.258
O1 -0.109 -0.632 0.429  -0.375
N1 0.936 0.230 0.432  -0.278
I1 1.317 1.375 2.064  0.312
N2 2.097 -0.076 -0.545  0.294
O2 1.816 -0.902 -1.336  -0.269
H1 -1.041 0.597 -0.963  0.191
H2 -1.879 0.433 0.610  0.181
H3 -1.847 -0.936 -0.542  0.202

(2)
C4H7NO | ωB97M-V with the def2-TZVPD basis set

The calculation puts the HOMO-LUMO gap at 0.3431 Ha.

Each line ends with the natural charge from an NBO analysis.
Cartesian coordinates (Å):
C1 -0.959 0.093 0.996  -0.763
C2 0.080 -0.928 -0.478  0.153
C3 0.435 -0.127 -1.620  -0.315
N1 1.336 -0.482 -0.483  -0.404
C4 0.717 0.635 0.676  0.398
O1 0.720 1.791 0.287  -0.644
H1 -1.102 -0.792 1.625  0.211
H2 -1.740 0.179 0.234  0.233
H3 -1.084 0.979 1.625  0.263
H4 -0.395 -1.858 -0.189  0.230
H5 0.658 -0.604 -2.570  0.216
H6 0.117 0.917 -1.647  0.236
H7 1.215 0.198 1.545  0.187